This record from OMol25 describes a 7-piece molecular cluster, C8H30O11 overall in a non-equilibrium geometry. The level of theory is ωB97M-V/def2-TZVPD.

```
! RIJCOSX wB97M-V def2-TZVPD def2/J DEFGRID3
* xyz 0 1
O 7.16 8.62 7.00
O 10.74 8.20 9.11
O 12.95 13.35 5.35
O 10.67 5.51 10.32
O 8.81 8.96 4.53
O 5.68 6.13 7.63
O 13.14 11.77 8.09
O 8.33 9.28 10.25
O 7.98 12.16 6.99
O 9.95 10.15 7.14
O 9.24 12.75 11.48
C 8.41 11.56 11.41
C 12.19 12.70 7.65
C 6.29 8.40 8.10
C 11.11 6.96 8.40
C 10.34 5.82 8.99
C 11.99 12.62 6.10
C 5.10 7.45 7.74
C 8.99 10.52 10.32
H 8.98 10.86 9.28
H 11.03 13.05 5.81
H 10.03 9.43 7.78
H 7.43 11.85 11.03
H 10.63 4.93 8.42
H 5.85 9.37 8.32
H 9.58 9.73 6.36
H 12.98 11.47 8.98
H 12.50 13.71 7.91
H 7.48 7.74 6.77
H 10.87 7.13 7.36
H 7.95 8.56 4.65
H 11.28 12.34 8.12
H 6.04 6.05 6.75
H 10.86 4.57 10.33
H 4.69 7.71 6.76
H 12.06 11.59 5.75
H 12.19 6.76 8.45
H 8.64 11.46 6.98
H 8.86 8.77 9.63
H 9.27 5.98 8.84
H 7.22 11.78 6.56
H 8.36 11.10 12.39
H 9.34 8.27 4.13
H 11.16 8.28 9.97
H 6.87 7.93 8.90
H 4.38 7.47 8.55
H 8.92 13.32 10.77
H 10.04 10.40 10.54
H 13.14 12.83 4.56
*
```

Results
E_tot ... -1150.33289 Ha
HOMO ... -9.46 eV
Relative energy (zero: lowest compared OMol25 entry of this formula, charge and spin) ... 64.82 kcal per mole
Largest force on an atom ... 2.2 eV/Å
SMILES string ... OCCO.OCCO.OCCO.OCCO.O.O.O
Orbital gap ... 9.15 eV